The following is a quantum chemistry calculation of 3 unconnected molecules or ions with the total composition C4H13O4 in a non-equilibrium geometry, from OMol25.

Geometry as XYZ:
```
21
Properties=species:S:1:pos:R:3:nbo_charge:R:1
C 1.827 0.982 -1.074 -0.062
O 0.867 1.513 -1.961 -0.825
C 1.404 1.277 0.362 -0.411
C 0.017 0.741 0.667 -0.445
C -0.265 -0.757 0.863 -0.061
O -1.323 -1.223 0.055 -0.864
H 2.812 1.316 -1.339 0.149
H 1.853 -0.096 -1.293 0.145
H 1.578 2.349 0.559 0.195
H 2.150 0.796 1.041 0.171
H -0.632 1.194 -0.089 0.227
H -0.315 1.296 1.583 0.181
H 0.590 -1.363 0.545 0.150
H -0.633 -0.950 1.876 0.138
H -1.110 -0.896 -1.034 0.506
H -1.427 -2.407 2.195 0.453
H -2.381 -2.361 1.059 0.509
O -2.275 -2.763 1.941 -0.983
H 0.035 0.842 -2.045 0.504
H -1.677 0.611 -1.800 0.435
O -1.095 -0.102 -2.112 -1.112
```

The HOMO energy comes out at -4.97 eV. The frontier orbital gap comes out at 8.880 eV. For the LUMO energy, the calculation gives 3.913 eV. The total charge is -1. The energy above the lowest of the compared OMol25 structures with the same formula, charge and spin is 24.37 kcal/mol. For the energy, the calculation gives -461.173694 Ha.

The following is a quantum chemistry calculation of a molecular structure, C8H14O2S in a non-equilibrium geometry, from OMol25.

Geometry as XYZ:
```
25
Properties=species:S:1:pos:R:3:nbo_charge:R:1
C 2.771 1.460 -0.351 -0.334
C 2.347 -1.569 0.982 -0.430
C 2.240 0.268 -0.761 -0.322
C 1.926 -0.743 0.127 0.039
C -0.973 1.252 -1.037 -0.652
C -2.828 -0.474 -0.130 -0.651
C -1.038 0.479 1.334 -0.651
C -1.446 0.071 -0.125 -0.197
O -0.498 -1.737 -1.831 -0.939
O -0.727 -2.477 0.500 -0.942
S -0.343 -1.412 -0.409 1.920
H 2.688 2.284 -1.060 0.211
H 2.901 1.617 0.730 0.199
H 1.876 -2.199 1.593 0.236
H 3.344 -1.622 1.245 0.214
H 2.212 0.216 -1.833 0.247
H 0.098 1.429 -0.689 0.228
H -1.155 0.903 -2.093 0.235
H -1.414 2.269 -0.888 0.228
H -2.689 -1.494 0.182 0.249
H -3.146 -0.259 -1.186 0.224
H -3.480 0.061 0.560 0.222
H -0.102 0.999 1.371 0.205
H -1.669 1.183 1.928 0.227
H -0.896 -0.507 1.841 0.232
```

The HOMO energy (spin up / spin down) comes out at -8.67 / -8.67 eV. The frontier orbital gap (spin up / spin down) comes out at 7.858 / 7.856 eV. For the LUMO energy (spin up / spin down), the calculation gives -0.814 / -0.815 eV. The total charge is 0. The energy above the lowest of the compared OMol25 structures with the same formula, charge and spin is 95.39 kcal/mol. For the energy, the calculation gives -861.708527 Ha.

The following is a quantum chemistry calculation of 5 unconnected molecules or ions with the total composition C12H37BrFNO19P5S in a non-equilibrium geometry, from OMol25.

Geometry as XYZ:
```
77
Properties=species:S:1:pos:R:3:mulliken_charge:R:1
O -1.429 0.533 -1.590 -0.695
S -1.852 1.874 -1.083 0.994
O -2.925 1.684 -0.043 -0.765
F -0.606 2.634 -0.306 -0.171
N -2.513 2.755 -2.363 -0.091
P -1.530 4.092 -2.876 0.105
O 0.090 3.580 -3.081 -0.446
Br -1.353 5.675 -1.198 -0.335
H 0.292 2.815 -2.512 0.350
C -3.231 0.014 2.589 -0.457
O -2.877 0.203 3.943 -0.418
P -1.328 0.431 4.627 0.954
O -1.594 1.874 5.004 -0.602
O -0.586 0.354 3.149 -0.225
C -0.473 -0.897 2.473 -0.586
O 0.202 0.399 5.410 -0.408
C 0.956 -0.804 5.355 -0.510
H -4.302 0.203 2.505 0.291
H -2.707 0.699 1.922 0.276
H -3.075 -1.027 2.305 0.286
H -0.904 -0.797 1.474 0.278
H -0.995 -1.696 3.009 0.457
H 0.579 -1.164 2.353 -0.064
H 1.495 -0.863 4.404 0.056
H 0.315 -1.681 5.479 0.321
H 1.699 -0.789 6.156 0.317
C -8.741 0.628 -6.337 -0.577
O -8.390 0.992 -5.026 -0.413
P -6.869 1.487 -4.409 1.030
O -7.315 2.916 -4.182 -0.618
O -6.147 1.342 -5.897 -0.361
C -5.889 0.048 -6.431 -0.920
O -5.342 1.718 -3.673 -0.204
C -4.446 0.607 -3.623 0.063
H -9.830 0.669 -6.402 0.268
H -8.324 1.312 -7.078 0.278
H -8.455 -0.406 -6.534 0.279
H -6.346 -0.023 -7.421 0.332
H -6.294 -0.743 -5.794 0.411
H -4.814 -0.098 -6.554 0.286
H -3.920 0.511 -4.577 0.146
H -4.980 -0.319 -3.393 0.295
H -3.696 0.787 -2.852 -0.322
C 1.624 -0.329 -1.835 -0.562
O 1.814 0.808 -1.031 -0.041
P 3.174 1.836 -0.903 1.115
O 2.449 2.978 -1.580 -0.603
O 4.016 0.952 -2.027 -0.399
C 4.554 -0.317 -1.663 -0.645
O 4.573 2.787 -0.613 -0.405
C 5.677 2.172 0.041 -0.481
H 0.551 -0.524 -1.862 0.165
H 1.975 -0.173 -2.857 0.306
H 2.091 -1.201 -1.374 0.229
H 4.192 -1.068 -2.370 0.361
H 4.261 -0.608 -0.651 0.181
H 5.644 -0.296 -1.735 0.279
H 6.272 1.606 -0.682 0.204
H 5.346 1.516 0.850 0.156
H 6.318 2.953 0.456 0.301
C 2.632 -3.990 2.476 -0.753
O 2.624 -2.605 2.721 -0.160
P 3.922 -1.569 3.126 0.980
O 3.896 -0.858 1.790 -0.562
O 5.006 -2.823 3.087 -0.358
C 5.008 -3.787 4.138 -0.957
O 5.136 -0.543 3.768 -0.309
C 5.589 -0.782 5.097 -0.611
H 1.698 -4.230 1.965 0.264
H 3.463 -4.289 1.837 0.315
H 2.624 -4.541 3.416 0.337
H 4.902 -4.783 3.703 0.331
H 4.192 -3.618 4.845 0.413
H 5.962 -3.759 4.668 0.274
H 6.335 -1.582 5.098 0.223
H 4.761 -1.041 5.760 0.264
H 6.073 0.122 5.470 0.261
```

The HOMO energy comes out at -4.95 eV. The frontier orbital gap comes out at 3.591 eV. For the LUMO energy, the calculation gives -1.363 eV. The total charge is -1. For the energy, the calculation gives -6742.397118 Ha.

The following is a quantum chemistry calculation of a molecular structure, C28H40As2Cl4N4O5PPd in a non-equilibrium geometry, from OMol25.

Geometry as XYZ:
```
85
Properties=species:S:1:pos:R:3:mulliken_charge:R:1
Pd 0.049 1.152 0.571 1.205
C -2.014 4.520 1.538 -1.704
As -0.847 3.090 2.001 1.179
C 0.434 4.041 3.085 -1.176
C -2.027 2.267 3.311 -0.324
C -2.998 2.955 3.999 -0.348
C -3.952 2.295 4.773 -0.772
C -3.981 0.929 4.911 -0.808
C -2.974 0.216 4.270 -0.507
C -1.990 0.876 3.526 0.031
As -0.535 -0.060 2.657 1.073
C 0.564 -0.543 4.168 -1.356
C -1.161 -1.782 2.117 -0.817
H -3.055 4.144 1.420 0.393
H -1.680 4.994 0.646 0.494
H -1.994 5.355 2.195 0.543
H -0.096 4.322 4.037 0.389
H 0.884 4.901 2.573 0.410
H 1.191 3.303 3.402 0.301
H -3.099 4.021 3.876 0.434
H -4.619 2.881 5.385 0.412
H -4.775 0.439 5.469 0.428
H -2.932 -0.838 4.240 0.465
H 1.578 -0.134 4.109 0.383
H 0.611 -1.640 4.257 0.446
H 0.109 -0.127 5.090 0.438
H -2.106 -1.969 2.626 0.660
H -0.421 -2.550 2.483 0.258
H -1.239 -1.908 1.032 -0.261
Cl -3.919 4.311 -5.328 -0.140
C -3.785 3.791 -3.701 0.253
C -4.891 3.700 -2.960 0.305
Cl -6.445 4.076 -3.663 -0.125
C -4.792 3.282 -1.558 0.068
Cl -6.070 3.469 -0.496 -0.072
C -3.490 2.715 -1.033 0.124
O -3.471 2.228 0.055 -0.545
C -2.334 2.753 -1.882 -0.125
O -1.226 2.315 -1.496 -0.282
C -2.534 3.278 -3.213 0.464
Cl -1.139 3.354 -4.146 -0.079
O 0.142 -0.576 -0.605 -1.083
P 1.243 -1.495 -1.092 -1.342
N 0.647 -2.209 -2.474 0.685
C 1.631 -3.081 -3.216 -0.489
C 1.000 -3.230 -4.637 -0.663
C 0.097 -2.016 -4.777 -0.762
C -0.433 -1.821 -3.332 -0.408
N 1.628 -2.822 -0.246 0.727
C 0.511 -3.850 -0.162 -0.589
C 1.015 -4.812 0.909 -0.828
C 1.956 -3.957 1.814 -0.375
C 2.634 -3.038 0.832 -0.282
N 2.632 -0.679 -1.284 0.947
C 3.960 -1.278 -1.199 -0.755
C 4.827 -0.516 -2.194 -0.744
C 4.166 0.872 -2.276 -0.657
C 2.699 0.503 -2.291 -0.287
H 1.806 -4.024 -2.686 0.322
H 2.615 -2.651 -3.313 0.108
H 0.372 -4.122 -4.658 0.301
H 1.821 -3.366 -5.382 0.359
H -0.735 -2.236 -5.462 0.415
H 0.701 -1.206 -5.161 0.289
H -1.309 -2.393 -3.172 0.389
H -0.717 -0.788 -3.109 0.088
H 0.417 -4.361 -1.143 0.386
H -0.472 -3.464 0.122 0.386
H 1.692 -5.552 0.402 0.343
H 0.177 -5.273 1.448 0.391
H 2.633 -4.484 2.452 0.515
H 1.335 -3.356 2.506 -0.261
H 3.547 -3.501 0.412 0.256
H 2.914 -2.096 1.317 0.162
H 4.019 -2.347 -1.307 0.436
H 4.416 -1.102 -0.279 0.393
H 4.785 -0.921 -3.242 0.261
H 5.851 -0.347 -1.892 0.432
H 4.502 1.488 -3.154 0.385
H 4.355 1.499 -1.386 0.255
H 2.378 0.226 -3.314 0.311
H 2.079 1.357 -1.919 -0.109
O 2.512 -0.071 1.783 -0.153
N 2.981 0.931 1.321 -0.048
O 2.139 1.745 0.705 -0.418
```

The HOMO energy (spin up / spin down) comes out at -9.97 / -10.86 eV. The frontier orbital gap (spin up / spin down) comes out at 7.303 / 5.185 eV. Its multiplicity is 5. For the LUMO energy (spin up / spin down), the calculation gives -2.665 / -5.675 eV. The total charge is +1. For the energy, the calculation gives -8467.362481 Ha.